Record 1
{"formula": "C3H6N2S2", "method": "wB97M-V/def2-TZVPD", "relative_energy_kcal_mol": 116.2, "orbital_gap_ev": [7.00, 7.00], "lumo_energy_ev": [-0.486, -0.486], "fmax_ev_per_a": 4.51, "smiles": "[H]/N=S1#S(=N\\[H])/CC=C\\1", "symbols": ["H", "N", "S", "S", "N", "H", "C", "C", "C", "H", "H", "H", "H"], "coordinates": [[0.63, 3.15, 0.81], [0.58, 2.19, 0.78], [0.38, 1.53, -0.65], [-1.59, 0.15, -0.29], [-1.50, -0.90, -1.38], [-2.25, -0.78, -2.13], [-0.42, -0.62, 0.98], [0.90, -0.95, 0.35], [1.37, 0.00, -0.50], [-0.72, -1.61, 1.20], [-0.55, 0.07, 1.85], [1.26, -1.94, 0.35], [1.90, -0.30, -1.37]]}

=====

Record 2
{"formula": "C3H6N2S3", "method": "wB97M-V/def2-TZVPD", "relative_energy_kcal_mol": 82.6, "orbital_gap_ev": 8.22, "lumo_energy_ev": 0.061, "fmax_ev_per_a": 3.51, "symbols": ["C", "C", "C", "N", "N", "S", "S", "S", "H", "H", "H", "H", "H", "H"], "coordinates": [[0.69, -1.62, -1.58], [-0.79, -1.16, 0.63], [0.00, 1.54, 0.37], [-0.14, -0.76, -1.49], [0.36, -1.69, 1.08], [1.03, -2.84, 0.00], [-2.08, -2.31, 0.37], [-1.24, 0.46, 1.17], [1.49, -2.08, -2.26], [0.81, 1.60, 1.07], [-0.39, 2.47, 0.30], [0.24, 1.21, -0.56], [0.94, -1.38, 1.84], [-2.98, -1.37, 0.38]]}